A 2-piece molecular cluster, CHI2P overall, computed with ωB97M-V with the def2-TZVPD basis set.

Cartesian coordinates (Å):
I 5.057 -1.084 0.006
C 4.405 0.808 -0.286
I -0.195 0.892 0.495
P 4.248 2.375 -0.361
H 1.041 1.636 1.028

Forces on atoms 1 to 3 (eV/Å):
I -0.4 0.5 -0.2
C 0.4 1.8 0.2
I -1.3 -0.8 -0.6

Results
Max |F| ... 2.3 eV Å⁻¹
DFT total energy ... -975.3631 Ha
SMILES string ... P#CI.I
LUMO energy ... -0.17 eV
Energy relative to the best compared isomer or geometry (same formula, charge and spin) ... 15.08 kcal/mol
Kohn-Sham gap ... 9.21 eV

---

CHI3O2S as an isolated structure, computed with ωB97M-V with the def2-TZVPD basis set.

Cartesian coordinates (Å):
O -4.013 0.051 -2.199
O -2.480 0.603 -4.023
S -3.724 0.885 -3.359
H 0.814 0.575 0.318
C 0.021 0.248 -0.498
I -2.638 2.965 -1.302
I -0.499 -1.819 -0.719
I -0.205 1.466 -2.014

Forces on atoms 1 to 3 (eV/Å):
O 0.0 0.7 -1.4
O -0.2 0.1 -0.3
S -0.1 -1.3 1.4

Results
Max |F| ... 2.8 eV Å⁻¹
DFT total energy ... -1480.3399 Ha
LUMO energy (spin up / spin down) ... -1.53 / -2.20 eV
Energy relative to the best compared isomer or geometry (same formula, charge and spin) ... 12.89 kcal/mol
Kohn-Sham gap (spin up / spin down) ... 7.08 / 6.59 eV

---

CHI4P as an isolated structure, computed with ωB97M-V with the def2-TZVPD basis set.

Cartesian coordinates (Å):
H 0.115 0.845 -0.303
I 4.168 0.745 -1.353
P -0.619 -1.208 1.420
I -1.557 1.903 1.508
I 0.553 -2.652 -0.114
C -0.702 0.395 0.300
I -1.958 -0.028 -1.458

Forces on atoms 1 to 3 (eV/Å):
H 0.0 -0.7 1.2
I 0.0 0.0 0.0
P 0.3 1.5 -1.3

Results
Max |F| ... 2.0 eV Å⁻¹
DFT total energy ... -1570.7696 Ha
LUMO energy (spin up / spin down) ... -1.96 / -3.44 eV
Energy relative to the best compared isomer or geometry (same formula, charge and spin) ... 44.54 kcal/mol
Kohn-Sham gap (spin up / spin down) ... 7.37 / 5.18 eV

---

A 2-piece molecular cluster, CHIN2 overall, computed with ωB97M-V with the def2-TZVPD basis set.

Cartesian coordinates (Å):
N -0.160 -0.090 -0.836
N 0.154 -2.871 0.507
C 0.121 -1.938 -0.128
H -0.006 0.320 0.145
I -2.069 0.000 -1.345

Forces on atoms 1 to 3 (eV/Å):
N 2.3 -3.5 3.1
N 0.2 -2.6 1.4
C -0.8 6.6 -2.8

Results
Max |F| ... 7.2 eV Å⁻¹
DFT total energy ... -445.7540 Ha
LUMO energy ... -1.87 eV
Energy relative to the best compared isomer or geometry (same formula, charge and spin) ... 65.62 kcal/mol
Kohn-Sham gap ... 8.32 eV

---

A 2-piece molecular cluster, CHIOS2 overall, computed with ωB97M-V with the def2-TZVPD basis set.

Cartesian coordinates (Å):
S 2.542 -0.553 0.155
S 0.800 -0.128 -0.772
C -2.380 1.136 -0.347
O -3.409 1.264 -0.789
I 2.176 -2.430 1.620
H 0.271 0.712 0.134

Forces on atoms 1 to 3 (eV/Å):
S 0.2 0.0 0.0
S -0.1 0.0 0.1
C -0.5 0.1 -0.2

Results
Max |F| ... 0.5 eV Å⁻¹
DFT total energy ... -1208.0108 Ha
LUMO energy ... -0.86 eV
Energy relative to the best compared isomer or geometry (same formula, charge and spin) ... 0.00 kcal/mol
Kohn-Sham gap ... 8.19 eV

---

A 2-piece molecular cluster, CHIOS2 overall, computed with ωB97M-V with the def2-TZVPD basis set.

Cartesian coordinates (Å):
I -1.142 1.834 1.861
S -0.654 -1.511 2.122
O 2.235 -1.170 1.384
C -0.215 -0.018 1.357
S 1.257 -0.571 2.257
H -0.142 0.131 -0.367

Forces on atoms 1 to 3 (eV/Å):
I 0.1 -0.3 0.1
S -0.1 -0.1 0.1
O 0.6 -0.2 -0.3

Results
Max |F| ... 4.4 eV Å⁻¹
DFT total energy ... -1207.8712 Ha
LUMO energy ... -0.78 eV
Energy relative to the best compared isomer or geometry (same formula, charge and spin) ... 87.60 kcal/mol
Kohn-Sham gap ... 8.87 eV